Record 1
Molecular formula: C68H150F3O6P4S
Method: DFT, ωB97M-V/def2-TZVPD

Last column: Löwdin charge in e.
Geometry (Å):
H (-5.08, -1.35, -3.29)  0.055
H (4.19, -1.17, 4.48)  0.094
H (-7.74, -5.75, -0.61)  0.086
C (0.76, -3.42, -4.96)  -0.258
C (3.56, -0.31, 4.27)  -0.205
C (1.46, 1.01, 5.22)  -0.081
O (4.38, -7.45, 2.54)  -0.224
H (-0.29, 8.60, 2.43)  0.100
H (-0.57, 3.71, -8.39)  0.108
H (1.70, 3.36, 3.08)  0.093
P (-0.37, 0.62, -4.35)  1.082
P (4.09, -1.06, 1.45)  1.058
H (3.12, 0.65, -3.98)  0.113
H (-6.99, -3.85, -2.29)  0.116
H (3.82, 4.52, 2.79)  0.103
H (0.53, 2.42, -8.41)  0.096
C (-2.28, 8.81, 3.17)  -0.110
H (2.71, 3.79, -2.96)  0.064
H (6.32, 3.75, -0.99)  0.078
H (-4.70, 1.76, -3.54)  0.118
H (-2.32, -3.47, 4.46)  0.103
H (-2.50, 2.67, 0.56)  0.072
H (0.65, 2.54, -3.81)  0.088
H (3.89, -1.03, -1.77)  0.091
H (0.69, 2.70, -6.34)  0.082
C (-1.44, 5.84, 2.62)  -0.208
H (-4.90, -2.93, -1.95)  0.092
H (-0.74, -1.94, 5.46)  0.066
H (5.18, -4.27, -2.93)  0.079
H (0.12, -4.84, 3.43)  0.049
H (-5.19, 1.96, -0.28)  0.074
C (-1.38, 1.62, -8.86)  -0.107
H (-2.92, -0.79, -3.55)  0.083
O (-0.43, 1.26, 1.10)  -0.402
H (-1.30, 9.12, 1.20)  0.110
C (-4.39, 4.59, -1.38)  -0.088
H (5.61, -5.19, 3.65)  0.094
H (-2.35, 5.80, 3.22)  0.072
H (-5.56, -0.71, 1.11)  0.110
H (1.17, 1.41, -2.63)  0.084
H (-0.70, 6.87, 0.89)  0.079
O (-0.24, 0.06, -1.02)  -0.415
H (-3.14, 0.00, -0.61)  0.083
H (-3.33, 3.69, 5.17)  0.116
H (-1.18, -2.05, -0.99)  0.052
C (5.37, -2.74, -1.52)  -0.258
C (3.55, 3.38, -3.51)  -0.095
H (-5.56, -3.13, 0.93)  0.096
C (7.49, -4.27, 3.64)  -0.099
C (-2.30, 3.71, 0.81)  -0.243
H (0.76, -4.84, 5.02)  0.065
F (2.25, -9.31, 2.55)  0.088
C (-2.62, -2.76, 1.99)  -0.251
H (0.95, 0.88, 6.18)  0.074
H (5.82, 0.39, -0.71)  0.093
C (6.16, 0.66, 0.29)  -0.228
H (-4.38, -2.64, 3.21)  0.105
H (5.51, -3.43, -0.69)  0.099
C (-1.13, 2.88, 3.56)  -0.270
H (5.71, -3.79, 4.70)  0.099
H (-2.32, 6.98, 0.82)  0.103
H (3.47, 4.04, 1.16)  0.076
H (3.19, -2.35, -1.99)  0.084
H (-5.80, -5.05, -1.66)  0.120
H (-5.90, -0.31, -4.46)  0.085
H (0.91, 3.44, 0.77)  0.097
H (-2.69, -4.67, -1.71)  0.098
H (2.21, 0.75, -5.38)  0.086
C (-6.78, 1.72, 1.09)  -0.090
H (-4.52, -4.22, 0.24)  0.107
H (1.60, -5.23, -5.85)  0.079
C (5.30, -3.45, 2.48)  -0.225
H (-3.36, -2.32, 5.36)  0.106
C (1.05, -4.98, 3.97)  -0.090
H (-2.61, -3.84, 2.09)  0.091
H (4.10, 1.07, 0.51)  0.068
H (0.73, -4.74, 1.07)  0.063
H (-5.01, 1.73, 5.05)  0.087
H (1.62, -4.06, 3.83)  0.048
H (-3.45, 0.18, -4.87)  0.113
H (2.67, -2.05, 3.04)  0.083
C (2.40, 1.31, -4.46)  -0.231
H (3.35, -3.20, 0.45)  0.107
C (-1.30, 8.45, 2.05)  -0.249
H (8.03, -4.71, 4.47)  0.069
C (3.09, 2.61, -4.78)  -0.254
C (-1.54, 6.98, 1.58)  -0.263
H (4.22, 0.54, 4.08)  0.104
C (-4.83, -3.18, 0.12)  -0.271
H (0.44, -3.32, 0.12)  0.045
H (-0.96, 1.49, -9.85)  0.076
C (-0.23, -1.26, -4.28)  -0.249
S (0.26, 0.18, 0.37)  0.229
H (4.86, 1.16, 1.99)  0.094
C (-5.07, -0.11, 0.34)  -0.258
C (3.12, 4.68, 1.98)  -0.218
H (6.31, -1.85, 1.38)  0.074
H (-1.12, 3.20, -6.09)  0.109
C (5.94, -4.15, 3.70)  -0.245
C (-5.49, -0.36, -3.46)  -0.094
H (4.23, 6.44, 1.36)  0.070
H (5.73, -1.37, 3.03)  0.085
H (-1.81, 1.11, -2.41)  0.062
C (-1.81, 4.28, -0.57)  -0.186
H (3.40, -6.72, 0.85)  0.112
C (-2.10, -2.62, -1.08)  -0.226
H (-4.69, 4.07, -0.47)  0.044
H (4.92, 2.72, -0.82)  0.050
H (-0.37, -1.59, -3.25)  0.083
H (-0.64, 6.28, 3.21)  0.088
C (-1.80, -4.14, -1.38)  -0.199
H (-1.57, -2.49, 2.09)  0.069
H (2.53, 3.32, -5.39)  0.097
H (7.02, 0.01, 0.48)  0.100
H (-0.29, -3.53, -5.23)  0.100
O (1.72, 0.38, 0.49)  -0.419
C (-0.57, 1.10, -6.12)  -0.297
H (1.12, -4.80, -0.53)  0.080
H (1.26, -7.09, 3.80)  0.114
H (-1.52, -0.50, 5.01)  0.045
H (1.83, 2.03, 5.13)  0.059
H (7.72, -4.81, 2.72)  0.073
H (4.24, -3.55, 2.73)  0.081
H (-0.85, -5.96, -0.55)  0.117
C (2.60, -0.05, 5.39)  -0.250
C (-3.64, -0.46, 0.25)  -0.241
H (0.18, 0.44, -6.58)  0.093
O (2.62, -6.01, 2.47)  -0.151
C (2.22, -8.36, 1.55)  -0.535
C (-7.49, -4.70, -0.44)  -0.082
H (-2.65, -2.20, -1.93)  0.056
H (-5.75, -0.35, -0.48)  0.084
H (-2.61, 1.90, 2.75)  0.078
H (-6.92, 1.22, 2.04)  0.068
C (0.33, -4.41, 0.11)  -0.091
H (5.43, 3.78, 0.53)  0.052
C (3.45, -2.15, 0.16)  -0.234
H (-3.84, 4.13, 3.54)  0.088
H (-1.09, -1.66, -4.83)  0.089
C (-4.95, 2.57, 4.35)  -0.102
H (0.88, 0.71, 4.35)  0.052
C (1.05, -1.90, -4.75)  -0.230
H (-1.52, 5.31, -0.39)  0.071
H (1.81, -1.88, -3.97)  0.105
H (6.12, -1.97, -1.30)  0.085
C (-0.50, 2.65, -8.13)  -0.211
H (-2.50, 1.53, 4.49)  0.109
O (-0.01, -1.13, 1.00)  -0.409
C (-6.44, -4.20, -1.41)  -0.288
H (-1.46, 0.58, -8.54)  0.062
P (-0.98, 4.02, 2.10)  1.118
C (5.53, -1.97, 2.14)  -0.266
H (-5.44, 2.36, 3.40)  0.049
H (2.74, 6.93, 2.13)  0.064
C (3.24, -7.15, 1.84)  -0.487
H (5.42, -2.75, -3.65)  0.066
H (2.40, -1.85, 0.13)  0.053
H (7.78, -3.22, 3.59)  0.053
C (0.65, 4.25, 1.46)  -0.305
C (1.06, 1.53, -3.71)  -0.250
H (-1.03, 3.66, -1.01)  0.101
H (-0.91, 3.37, 4.51)  0.111
H (5.57, -4.11, 1.66)  0.113
H (3.25, 0.11, 6.25)  0.108
H (-2.09, 8.35, 4.14)  0.072
H (-2.91, 3.14, -2.08)  0.050
H (6.86, 2.26, 1.43)  0.108
H (2.10, -0.95, 5.76)  0.104
C (-2.50, 2.33, 3.75)  -0.255
C (5.78, 3.13, -0.28)  -0.105
H (-8.35, -4.03, -0.48)  0.079
C (3.01, -1.01, 2.96)  -0.221
H (-2.24, 9.88, 3.35)  0.073
C (-1.96, 1.18, -3.49)  -0.222
C (-2.70, -2.45, 4.50)  -0.203
H (1.71, -3.89, -6.92)  0.073
H (4.09, 4.30, -3.74)  0.077
H (0.70, 5.13, 0.83)  0.082
H (-6.24, -2.09, -1.23)  0.095
C (-3.16, 0.24, -3.82)  -0.238
C (6.72, 2.13, 0.35)  -0.222
H (-6.37, -0.41, -2.81)  0.068
H (-1.50, 0.55, -6.22)  0.078
H (-3.27, 8.52, 2.83)  0.076
C (-0.37, 2.55, -6.54)  -0.193
C (-1.01, -4.92, -0.30)  -0.243
F (2.48, -8.98, 0.40)  0.130
H (-0.79, -1.55, 3.82)  0.055
C (-5.65, -3.00, -1.16)  -0.278
H (-7.46, 1.33, 0.33)  0.078
H (-4.51, 5.67, -1.41)  0.073
H (-3.15, 0.01, 1.10)  0.084
H (7.65, 2.11, -0.21)  0.106
H (2.75, -3.91, -5.50)  0.074
C (-4.46, 0.74, -3.23)  -0.255
C (1.90, -6.21, 3.68)  -0.252
H (-3.12, 4.30, 1.23)  0.079
H (2.55, 6.30, 0.59)  0.058
H (2.12, -0.57, 2.51)  0.047
H (-1.20, -4.12, -2.29)  0.090
C (-2.93, 4.18, -1.74)  -0.209
H (-5.55, 3.35, 4.81)  0.080
C (-3.40, -2.17, 3.17)  -0.250
C (3.18, 6.17, 1.48)  -0.085
C (3.97, -2.02, -1.31)  -0.186
H (2.67, -6.22, 4.45)  0.114
C (-1.42, -1.55, 4.71)  -0.082
C (1.71, 4.31, 2.55)  -0.225
P (-3.28, -2.27, 0.33)  1.120
C (4.86, 0.54, 1.10)  -0.267
H (4.03, 2.42, -5.30)  0.111
H (4.12, 2.79, -2.79)  0.053
H (-2.43, 1.93, -8.88)  0.073
H (-2.06, 2.22, -3.81)  0.079
H (6.85, -3.48, -2.84)  0.083
H (-6.95, 2.78, 1.28)  0.076
H (-2.60, 4.75, -2.61)  0.100
H (-1.74, -4.93, 0.51)  0.077
C (1.75, -4.15, -5.86)  -0.101
H (-7.17, -4.56, 0.59)  0.063
H (-5.06, 4.31, -2.20)  0.066
H (-0.56, 2.00, 3.26)  0.063
H (1.51, 5.11, 3.26)  0.104
C (-5.35, 1.39, 0.64)  -0.251
C (5.76, -3.36, -2.82)  -0.108
H (0.88, -3.93, -4.00)  0.103
F (0.95, -7.92, 1.44)  0.093
H (1.35, -1.52, -5.73)  0.104
C (-3.65, 3.29, 4.21)  -0.249
H (-4.45, 0.93, -2.16)  0.072
H (-4.59, 1.90, 1.23)  0.075
H (-3.52, -1.10, 2.99)  0.095

Properties
* LUMO: -1.9 eV
* F_max: 3.9 eV/Å
* HOMO level: -6.705 eV
* total charge: +1
* DFT total energy: -141367.355 eV
* energy above the lowest of the compared OMol25 structures with the same formula, charge and spin: 1.615 eV
* Kohn-Sham gap: 0.1775 Eh

=====

Record 2
Molecular formula: HN2O3S
Method: DFT, ωB97M-V/def2-TZVPD

Last column: Löwdin charge in e.
Geometry (Å):
O (-0.12, 2.05, -0.38)  -0.497
H (1.73, -0.64, -0.39)  -0.064
O (-1.57, -1.78, 0.13)  -0.119
N (-1.52, -0.54, 0.26)  -0.204
S (0.12, 0.62, -0.32)  0.615
O (-0.34, -0.10, 1.14)  -0.398
N (1.70, 0.39, -0.44)  -0.334

Properties
* LUMO (alpha / beta): 3.8 / 3.8 eV
* SMILES string: N=[S@]1(=O)ON1[O-]
* F_max: 4.6 eV/Å
* HOMO level (alpha / beta): -3.499 / -3.495 eV
* total charge: -1
* DFT total energy: -19970.514 eV
* energy above the lowest of the compared OMol25 structures with the same formula, charge and spin: 5.804 eV
* Kohn-Sham gap (alpha / beta): 0.2674 / 0.2670 Eh

=====

Record 3
Molecular formula: C18H37OP3SSn
Method: DFT, ωB97M-V/def2-TZVPD

Last column: Löwdin charge in e.
Geometry (Å):
H (3.47, 1.07, 0.54)  0.055
H (2.93, 0.78, -2.03)  0.063
S (-2.21, -1.23, -1.55)  0.720
H (0.20, -2.96, -1.67)  0.098
H (-1.72, 3.44, -0.07)  0.048
C (0.10, -3.81, -3.70)  0.038
C (3.40, 0.61, 1.53)  -0.170
H (-0.05, 2.11, -3.88)  0.085
P (-1.92, 1.52, 1.44)  0.734
H (4.04, 1.13, 2.26)  0.094
C (-1.81, 3.29, 1.00)  -0.223
C (-3.67, 1.23, 0.99)  -0.216
H (0.73, 2.79, 3.19)  0.067
C (1.69, -4.51, 1.71)  -0.079
C (-0.33, -2.98, -2.64)  -0.066
H (-3.77, 0.86, -0.03)  0.037
H (-1.05, 2.93, -2.65)  0.075
H (-1.31, 1.20, -3.04)  0.028
H (1.03, -4.38, -3.56)  0.146
C (1.71, -0.01, 3.74)  -0.176
H (3.61, -0.45, 1.47)  0.090
H (1.73, -0.34, -2.75)  0.050
H (-2.76, 2.65, 3.38)  0.097
C (-1.47, -2.16, -2.82)  -0.599
H (1.73, -1.10, 3.66)  0.083
H (-1.25, 1.79, 3.80)  0.043
C (-1.04, -1.10, 2.28)  -0.140
C (1.41, 3.13, -1.15)  -0.213
H (-2.32, -3.05, -6.00)  0.152
H (0.86, 0.30, 4.36)  0.074
H (-0.14, -4.71, 2.79)  0.050
C (0.42, -4.93, 1.88)  -0.060
H (-2.73, 0.87, 3.64)  0.070
H (2.32, 2.97, -0.55)  0.049
C (1.57, 2.55, 2.55)  -0.162
H (1.68, 3.70, -2.05)  0.100
O (-1.25, -1.54, 3.32)  0.193
H (2.10, 1.23, -3.55)  0.087
H (-2.75, 3.73, 1.37)  0.082
C (-2.21, -2.22, -4.02)  -0.039
H (-4.19, 2.19, 1.11)  0.084
H (2.48, 2.77, 3.11)  0.110
H (2.26, -4.01, 2.51)  0.044
H (-0.29, -4.48, -5.73)  0.162
H (2.62, 0.33, 4.23)  0.098
Sn (-0.48, -0.35, -0.01)  0.755
C (-0.66, -3.88, -4.89)  0.085
P (1.75, 0.83, 2.19)  0.810
H (2.21, -4.71, 0.76)  0.052
C (-2.18, 1.72, 3.23)  -0.206
H (-3.10, -1.58, -4.07)  0.131
C (-0.56, 1.98, -2.91)  -0.216
H (-0.96, 3.77, 1.49)  0.052
C (-1.79, -3.07, -5.05)  0.036
H (1.24, -0.10, 1.19)  -0.100
H (0.69, 3.74, -0.58)  0.044
H (-4.10, 0.48, 1.66)  0.078
H (1.56, 3.20, 1.67)  0.054
H (-0.09, -5.46, 1.08)  0.055
C (1.97, 0.72, -2.58)  -0.218
P (0.64, 1.53, -1.63)  0.728

Properties
* LUMO (alpha / beta): -15.5 / -15.1 eV
* F_max: 5.4 eV/Å
* HOMO level (alpha / beta): -19.278 / -19.341 eV
* total charge: +4
* DFT total energy: -65801.473 eV
* energy above the lowest of the compared OMol25 structures with the same formula, charge and spin: 2.547 eV
* Kohn-Sham gap (alpha / beta): 0.1404 / 0.1541 Eh

=====

Question: What is the formula in the first record?
Answer: C68H150F3O6P4S